# 1
The following is a DFT calculation (wB97M-V/def2-TZVPD) of a molecular structure, C28H47As4N4O2S3Ti at a distorted geometry.

calculated total energy = -338824.0144 eV
net charge = +1
ΔE to the lowest compared entry with this formula, charge and spin = 0.000 eV
HOMO (spin up / spin down) = -9.629 / -9.751 eV
expectation value of S² = 2.00
orbital gap (spin up / spin down) = 6.929 / 7.072 eV
2S+1 = 3

```
89
Properties=species:S:1:pos:R:3:mulliken_spin:R:1
H 0.749 -5.073 -1.814 0.0000
C -6.986 -2.479 -3.637 0.0000
H 3.835 -1.004 2.012 -0.0010
C 1.208 -3.025 -1.672 0.0117
H 5.424 3.066 -1.087 0.0000
As -0.397 -1.257 5.035 -0.0115
H 0.544 -1.685 -3.656 -0.0003
H 2.643 1.266 3.055 0.0112
S -3.471 -2.334 1.992 0.0015
H 2.944 0.395 -1.586 -0.0016
H -2.344 -1.253 6.512 0.0006
As -0.637 1.916 -0.879 -0.0138
C -0.102 -3.051 0.771 -0.0024
C 2.215 3.683 -0.763 0.0074
C 4.192 5.785 -1.519 0.0000
N -4.831 -2.006 -0.102 0.0000
C -7.458 -3.040 -2.471 0.0000
C -1.311 3.743 -0.801 -0.0054
H -8.367 -3.608 -2.432 0.0000
H 3.755 -1.491 0.289 -0.0005
H 1.732 4.453 -1.364 0.0002
S -2.703 0.646 1.761 -0.0155
H -0.554 -3.067 1.755 -0.0011
C -4.368 -3.035 0.649 -0.0021
C 3.802 -0.642 0.987 0.0009
H -4.223 -0.957 -2.418 -0.0002
H 0.794 -1.039 7.224 -0.0002
H 4.564 5.188 -2.383 0.0000
As 2.254 0.562 0.812 -0.0301
S -4.617 -4.623 0.401 0.0000
C -2.041 -0.627 5.681 0.0058
H 2.656 3.492 -3.468 -0.0008
C 3.134 2.737 -2.870 0.0026
N 1.509 -1.970 -3.779 -0.0001
C 0.689 -4.218 -1.147 0.0094
H 5.198 2.748 0.611 -0.0003
H 1.521 3.565 0.081 -0.0037
H 1.429 -0.927 -1.207 0.0048
H 3.843 2.137 2.082 0.0001
C -5.822 -1.748 -3.622 0.0001
H -5.468 -1.298 -4.554 0.0000
H -0.407 -3.464 6.153 -0.0004
H -1.024 4.296 -1.734 -0.0017
H -7.077 -3.332 -0.367 0.0000
H 0.996 0.439 6.203 -0.0005
H -2.789 -0.658 4.886 -0.0006
C 2.303 2.421 -1.637 -0.0431
C 0.013 -4.237 0.056 -0.0111
H 1.879 -1.071 5.840 -0.0004
C -0.305 -3.132 5.133 0.0016
H -1.531 0.289 -2.587 0.0012
H 6.184 4.139 0.117 -0.0001
H 3.191 1.825 -3.489 -0.0001
H -1.830 1.964 -3.103 -0.0009
N 0.419 -1.888 0.318 -0.0571
C -3.599 -0.749 1.235 0.0208
H -2.423 3.707 -0.703 0.0005
H 2.132 2.690 2.120 0.0185
C 0.892 2.039 -2.147 0.0211
H 4.147 3.036 -2.724 0.0007
H 4.735 -0.112 0.761 -0.0005
C -6.745 -2.881 -1.308 0.0001
O 2.707 -3.888 -3.298 -0.0002
C -5.562 -2.158 -1.315 -0.0006
H 1.839 -1.981 -4.726 0.0000
C -1.870 1.292 -2.255 0.0081
H 0.864 1.057 -2.636 -0.0038
C 2.811 1.842 2.139 -0.0167
H -7.471 -2.641 -4.594 0.0000
H 3.289 6.323 -1.800 0.0000
O 0.020 -0.933 3.425 0.0060
Ti -0.260 -0.187 1.535 2.0018
C 1.056 -1.891 -0.882 0.0671
H 0.684 -3.428 4.753 0.0001
As 3.757 4.709 0.030 0.0004
C 1.905 -3.048 -2.978 -0.0002
C -5.100 -1.580 -2.465 0.0001
H 0.582 2.738 -2.923 0.0040
H -0.913 4.291 0.072 0.0009
H -1.910 0.389 6.040 -0.0003
H -1.023 -3.492 4.407 0.0002
H -2.908 1.193 -1.856 0.0023
H 3.992 1.409 -0.687 -0.0007
C 5.311 3.552 -0.125 -0.0002
H -0.461 -5.166 0.397 -0.0004
H 4.967 6.495 -1.247 0.0000
N -4.293 -0.742 0.159 -0.0057
C 0.943 -0.646 6.219 0.0013
C 2.952 1.247 -0.892 0.0233
```

=====

# 2
The following is a DFT calculation (wB97M-V/def2-TZVPD) of a molecular structure, C28H47BClF4N4O2SSiTi at a distorted geometry.

calculated total energy = -105758.2741 eV
ΔE to the lowest compared entry with this formula, charge and spin = 0.000 eV
HOMO (spin up / spin down) = -5.441 / -5.672 eV
expectation value of S² = 0.76
orbital gap (spin up / spin down) = 5.822 / 6.055 eV
2S+1 = 2

```
90
Properties=species:S:1:pos:R:3:mulliken_spin:R:1
C -3.345 -0.909 -1.403 0.0088
H 3.540 0.935 3.076 -0.0004
H -0.826 -2.848 -1.602 -0.0003
O -0.928 2.306 -0.380 -0.0063
H -2.906 2.367 0.565 0.0100
Cl -2.783 0.197 5.709 -0.0012
H -4.181 -2.894 -1.451 -0.0006
C -4.160 -1.900 -1.924 0.0020
F -0.440 4.004 3.417 0.0000
H 5.318 -1.226 4.382 0.0000
N 0.173 -0.485 -2.989 0.0111
H -0.704 4.577 -2.866 0.0004
O 0.728 0.024 -0.819 -0.0311
Si -2.094 -1.331 -0.030 -0.0207
C -0.853 3.542 -2.445 -0.0008
C -3.988 1.763 3.831 0.0247
H 1.975 0.272 3.676 0.0004
C -1.093 -2.846 -0.551 -0.0027
H -4.819 2.966 2.231 -0.0006
C -4.963 -0.311 -3.557 0.0002
C 0.961 3.706 -0.696 0.0175
H 2.898 -2.279 -1.987 -0.0014
H 1.361 4.562 -1.271 0.0003
N -1.858 1.342 2.045 -0.0557
C 3.045 -1.573 -2.818 0.0037
H 5.304 -3.429 1.754 0.0000
H -3.714 -2.773 1.113 -0.0003
H -4.785 1.833 4.574 0.0020
F 1.083 1.492 1.545 0.0225
C 4.328 -1.718 4.413 0.0001
C 2.528 -0.156 -2.447 0.0049
H 4.756 -2.347 0.363 0.0000
C 1.099 -2.139 -4.524 0.0018
C -3.975 2.355 2.560 -0.0173
C -3.394 0.434 -1.885 -0.0226
H -0.362 -0.599 -5.087 -0.0001
H 3.940 -1.630 5.466 -0.0001
C -2.897 0.955 4.186 -0.0137
F 1.804 4.323 2.996 -0.0001
H 1.492 2.800 -0.986 -0.0035
H 2.283 -3.526 0.159 0.0002
S 0.955 -1.718 2.436 0.0045
C 0.470 -0.758 -4.426 -0.0007
H -5.540 -2.438 -3.452 -0.0001
H -3.935 -1.165 1.693 0.0016
C -4.966 -1.629 -3.020 0.0000
H 0.582 -2.801 -3.845 -0.0003
H 1.777 -4.078 1.732 0.0001
H 2.902 -3.169 -4.301 0.0000
Ti -0.318 0.967 0.547 0.9322
H -0.223 2.821 -2.957 -0.0005
H -4.228 1.740 -3.357 0.0000
H -0.831 -0.385 -2.751 -0.0014
H 0.891 -2.505 -5.513 -0.0005
H -1.038 0.085 3.515 0.0031
C 2.625 -1.869 2.598 0.0005
H 4.127 -1.506 -2.892 0.0003
N 3.420 -1.116 3.457 0.0005
H -2.726 1.153 -1.425 0.0199
C -2.939 2.064 1.641 0.0412
H 2.689 0.552 -3.290 -0.0001
H -1.625 -3.787 -0.268 -0.0006
H 4.354 -2.800 4.252 0.0000
F 1.053 2.703 4.570 -0.0006
H -2.666 -2.158 2.352 0.0002
C -1.872 0.719 3.233 0.0328
H 3.157 -1.578 -4.947 -0.0001
H 1.223 -0.042 -4.758 0.0003
H -5.551 -0.111 -4.430 0.0000
H 3.055 0.247 -1.610 0.0004
H 5.083 -1.645 1.916 0.0000
C 4.728 -2.545 1.434 0.0000
H -0.855 4.617 0.865 -0.0011
C -1.273 4.616 -0.155 0.0039
C -0.510 3.596 -0.974 -0.0013
N 3.327 -2.734 1.832 0.0000
C 2.671 -3.788 1.158 -0.0002
H 1.159 3.923 0.367 -0.0016
C -4.229 0.748 -2.939 -0.0004
C 3.082 0.236 3.779 -0.0005
H -2.339 4.359 0.029 -0.0012
C -3.179 -1.883 1.409 -0.0091
B 0.820 3.658 3.659 0.0026
H -1.947 3.309 -2.494 0.0001
H 3.388 0.426 4.803 0.0000
C 2.599 -2.135 -4.180 0.0003
C 1.100 -0.191 -2.033 0.0413
H -0.138 -2.841 -0.002 0.0032
H -1.262 5.620 -0.605 0.0002
H 3.398 -4.616 1.006 0.0000
```

=====

# 3
The following is a DFT calculation (wB97M-V/def2-TZVPD) of 3 unconnected molecules or ions with the total composition C28H47BNO6S2 at a distorted geometry.

calculated total energy = -65916.5117 eV
net charge = -1
HOMO = -4.949 eV
orbital gap = 7.072 eV

```
85
Properties=species:S:1:pos:R:3:mulliken_charge:R:1
H 2.471 5.253 1.088 0.3709
C -1.913 -3.487 -0.457 -0.9548
H 0.719 0.062 -1.542 0.4231
C -2.866 -1.408 -1.905 0.0564
C -4.082 1.082 2.620 -0.5469
C -1.534 -2.208 -0.110 0.2423
O -0.706 -5.975 -8.136 -0.2525
C -1.129 -3.596 -8.162 -0.3673
C -0.532 0.441 0.181 -0.4356
O 2.937 4.405 5.788 -0.4671
C 3.014 4.525 1.701 -0.5312
H -1.967 0.643 6.303 -0.2401
C 6.918 5.473 5.889 -0.7915
C 5.306 3.763 5.944 -0.6294
H -2.235 -5.092 -9.223 0.3489
H 1.292 -3.336 -3.907 0.3192
H -0.883 -2.029 0.742 0.4762
H -4.137 -0.627 3.964 0.2824
C -2.116 -4.215 -6.035 -0.4292
C -0.485 0.779 1.521 0.8721
H -1.087 -2.670 -4.966 0.3826
C 2.982 5.674 5.151 -0.3625
H 3.933 3.302 4.331 0.0906
C -1.057 -3.762 -5.052 -0.3686
H 7.732 4.806 6.195 0.3214
H 5.927 2.858 5.890 0.4008
H -1.261 -4.204 -4.069 0.3097
H -2.016 -5.275 -6.273 0.1518
H 1.608 5.045 3.633 0.3787
H -5.610 0.346 3.945 0.3674
C -2.914 0.797 0.079 0.0041
H 2.815 1.068 2.026 0.4811
H -0.847 -7.978 -7.852 0.2317
C -1.238 -7.220 -8.529 -0.7826
H -3.269 -0.566 -2.467 0.4212
H 2.285 6.299 5.714 0.3927
H 5.227 4.084 6.989 0.3558
H -1.897 0.722 4.292 -0.3522
H -0.151 -3.456 -7.697 0.1363
O 0.231 -4.199 -5.465 -0.3232
C 1.876 0.513 0.147 -0.9084
C 1.257 -3.348 -5.003 -0.7805
H -1.261 -2.785 -8.883 0.4042
H 7.321 6.249 5.239 0.2283
H 2.802 0.411 -0.413 0.3758
H 2.204 -3.726 -5.385 0.2465
C 0.711 0.986 2.178 -1.3848
H -3.089 -4.084 -5.556 0.4121
H -2.331 -7.218 -8.451 0.3329
H -1.540 -4.323 0.132 0.3855
H -0.571 -4.832 -9.825 0.4169
H 1.114 -2.327 -5.378 0.3384
H -2.018 2.405 5.322 -0.2480
O -2.177 -3.425 -7.219 -0.4833
H -0.938 -7.467 -9.554 0.3210
C 2.518 5.651 3.710 -0.5945
H -1.390 0.909 2.108 -0.3030
H 3.851 4.129 1.126 0.2286
B -2.363 1.228 5.314 0.2433
C 3.922 3.454 5.412 -0.2342
C -3.252 -2.681 -2.253 -0.6567
H -4.935 1.648 2.228 0.5163
H -3.247 1.780 2.729 0.4630
H 3.595 2.515 5.865 0.4002
C 1.892 0.870 1.482 -0.2437
C -2.019 -1.148 -0.847 -0.2910
H 2.352 3.695 1.966 0.1053
S -3.480 2.249 -0.372 -0.2041
C -4.033 1.189 5.165 -1.0481
C 0.674 0.313 -0.482 0.2286
H -4.483 2.191 5.236 0.2214
H -3.078 -4.747 -1.754 0.4057
H 3.970 6.131 5.246 0.1613
H 6.480 5.955 6.771 0.3390
O 5.937 4.770 5.164 -0.2443
H -4.409 0.627 6.040 0.2517
H 2.294 6.677 3.384 0.3926
N -1.742 0.249 -0.580 0.1531
O 3.535 5.138 2.863 -0.3003
C -4.507 0.407 3.931 -0.5586
C -1.197 -4.903 -8.925 -0.5660
H -3.931 -2.792 -3.094 0.4783
S -3.689 -0.177 1.351 -0.0552
C -2.759 -3.738 -1.502 -0.5694
H 0.669 1.256 3.230 0.6417
```

=====

# 4
The following is a DFT calculation (wB97M-V/def2-TZVPD) of 5 unconnected molecules or ions with the total composition C28H47Br10ClNO7 at a distorted geometry.

calculated total energy = -758567.3306 eV
net charge = -1
HOMO = -5.091 eV
orbital gap = 6.904 eV

```
94
Properties=species:S:1:pos:R:3:mulliken_charge:R:1
O 1.923 -0.232 -1.142 -0.6598
Br 2.146 9.521 3.407 -0.1341
H -2.813 -3.711 -1.639 0.3285
C 4.235 9.751 1.461 -0.5560
H -2.448 0.928 6.201 0.4628
C 1.463 -2.232 -11.635 -0.5648
H 1.566 -1.431 8.309 0.3885
H 2.729 8.181 1.388 0.0015
Br 1.588 5.821 1.027 -0.1461
C -0.452 -1.025 0.610 -0.3383
H 3.443 -2.333 6.039 0.0160
C -3.085 -2.159 -3.211 -0.5215
H 0.442 4.537 -0.745 0.3854
H -3.028 -2.154 0.327 0.1107
O -1.102 -1.676 1.704 -0.3625
C 1.716 -1.427 -0.853 -0.0902
N -1.010 -0.353 -1.821 -0.2684
O -0.655 -2.644 -1.056 -0.4372
C -1.345 0.770 -1.484 0.7508
H -2.831 1.442 4.476 0.3211
H -3.501 0.503 2.204 0.3029
Br -1.090 -0.963 -11.945 -0.1241
H 0.727 2.236 -0.027 -0.3111
C 1.700 -2.027 1.762 -0.2960
H -1.406 0.288 2.507 0.3571
Br -2.900 -1.240 -5.375 -0.0034
H 3.639 -1.751 3.907 0.1207
O 0.332 -4.282 0.276 -0.6650
H -2.510 -2.494 -7.501 0.4404
H 2.544 -2.172 -11.757 0.3409
C 0.906 -1.840 0.444 2.2367
C -1.438 -0.790 2.770 0.3123
H -4.338 -2.817 -1.575 0.4861
H -1.209 0.695 4.956 0.1665
C -2.821 -1.202 3.395 0.4055
H 3.943 8.000 2.668 0.3975
C 0.843 -0.861 -11.742 -0.5956
Br 0.970 -0.734 5.993 -0.0223
H -2.993 -2.174 6.565 0.3520
C 1.323 4.290 -0.154 -0.5953
H -1.196 -2.756 -6.332 0.3751
C 3.192 -1.516 1.722 -0.4934
H -3.690 -0.246 -3.561 0.3300
C -3.239 -2.689 -1.751 -1.2797
H -0.084 0.010 0.778 0.7331
H 0.412 3.154 1.461 0.4448
H -4.761 -0.137 3.339 0.5060
H -1.633 -2.527 5.427 0.3096
H 5.048 9.272 0.916 0.3533
H -0.691 -0.927 3.600 -1.1698
Br 2.038 -4.082 7.121 -0.1237
C 2.181 -1.240 7.433 -0.6525
H -0.208 -1.435 -8.121 -0.1787
H 3.858 -2.541 7.751 0.3664
H -2.973 -2.301 3.384 0.4227
H 1.059 -2.938 -12.354 0.3601
O -1.373 1.872 -1.085 -0.5671
C -2.309 0.705 5.122 -1.4296
C 3.039 -2.414 7.044 -0.2621
O -4.096 -1.112 -3.405 -0.6761
Br 2.758 2.332 1.359 -0.1040
H 3.850 -2.393 1.571 0.2327
H -3.381 -2.997 -3.879 0.5026
C 0.213 -3.157 -0.073 -0.3461
H 4.649 10.460 2.173 0.3778
C 3.499 -0.946 3.162 -0.1188
H 2.795 -0.358 7.610 0.3542
C 1.097 3.025 0.626 -0.0640
C -1.215 -1.361 -0.742 0.6128
H 3.378 -0.676 1.026 0.4568
C -2.739 -1.695 -0.647 -0.4213
C -2.210 -1.714 5.912 -1.3359
H 1.036 -0.230 -10.877 0.3616
H -0.469 -0.295 -6.789 0.4017
C -0.959 -0.964 -7.491 -0.0672
Br 1.200 -3.013 -9.873 -0.1249
C -2.927 -0.737 4.893 0.3380
C -3.968 -0.418 2.610 -1.4083
H 1.196 -0.356 -12.641 0.3498
C 3.349 8.716 2.103 -0.3606
H 2.191 4.240 -0.807 0.4338
C -1.820 -2.004 -6.817 -0.7336
H -3.988 -0.673 5.226 0.6152
H -2.067 -1.874 -3.478 0.4935
Br -2.003 0.150 -8.701 -0.1717
H -1.535 -1.157 6.617 0.1760
Br 3.269 10.789 0.126 -0.1515
H -3.393 -0.790 -0.737 0.3068
H 2.695 -0.235 3.448 0.1306
H 1.214 -1.593 2.660 -0.5367
H -4.401 -1.052 1.813 0.1972
Cl 5.002 0.100 3.002 -0.2275
H 1.752 -3.128 1.945 0.2997
O 2.156 -2.390 -1.554 -0.8299
```